The following is a DFT calculation (ωB97M-V/def2-TZVPD) of a molecular structure, C45H31Cl2F10IN5O2PSY at a distorted geometry.

ORCA input file:
```
! RIJCOSX wB97M-V def2-TZVPD def2/J DEFGRID3
* xyz -1 1
Y 0.729 0.186 0.319
N 1.129 2.353 0.961
C 3.362 -1.777 2.061
P -3.320 -1.351 -0.263
C 4.111 -0.013 -3.151
H -2.031 2.383 -0.328
H 5.685 -3.856 3.477
C 2.025 1.759 3.076
F 2.853 0.947 5.123
H -3.512 -6.442 2.354
C -4.068 -4.149 -0.087
C -4.911 -2.185 -3.942
C -4.327 1.250 2.808
I -0.892 -6.034 -2.389
F 4.059 1.198 -3.753
H -4.514 -6.238 0.101
C 2.257 -2.567 2.408
C 0.038 1.571 -2.833
C 2.937 3.668 2.078
F 2.491 -2.233 -0.864
C -6.103 -0.270 -3.138
F 6.219 -0.208 -4.177
C -5.554 -0.719 1.328
C 2.006 2.631 1.977
C -3.502 -3.024 0.503
C -0.018 -3.137 -3.043
H -2.218 1.099 -1.534
C 3.798 2.890 4.184
C -4.219 -0.402 1.053
H 1.312 3.300 -1.573
C 4.703 -3.509 3.181
O -1.843 2.094 2.150
C 0.315 3.268 -1.140
F 6.652 -2.607 -2.959
H 3.650 -5.192 4.004
Cl 0.635 -2.043 1.995
C -5.652 0.941 3.054
C -4.212 -2.247 -2.744
C -2.133 0.981 1.744
H -0.230 2.373 -3.536
F 1.131 0.753 3.073
C 3.570 -4.250 3.478
F 3.072 4.565 1.078
H 1.637 0.931 -4.045
C -4.473 -1.351 -1.702
H -2.163 2.801 -2.048
H -4.694 -2.901 -4.726
N -0.139 -2.066 -1.090
H -0.279 4.076 -1.591
H -6.035 -1.503 0.756
C -6.269 -0.061 2.313
C -0.462 -3.335 -0.891
N 1.852 0.149 -2.078
H -3.431 -2.996 -2.626
H -2.505 -2.279 2.255
H 0.913 4.432 0.532
F 4.654 3.010 5.210
O -1.311 0.109 1.262
H -7.300 -0.333 2.509
N 0.120 -1.966 -2.400
H -2.519 -4.439 3.435
C 4.536 -2.410 -1.906
C -3.594 0.575 1.831
C 3.810 3.794 3.146
C 1.500 1.229 -2.996
C -2.954 -4.366 2.445
H 0.725 -1.146 -2.624
H -0.733 -3.700 0.087
H -4.526 -4.084 -1.065
C -3.512 -5.487 1.841
C 5.283 -0.722 -3.366
C 3.070 -0.460 -2.316
H -0.571 3.533 0.789
C -5.413 -0.343 -1.932
H -3.819 2.019 3.376
C 2.336 -3.770 3.087
C 4.597 -2.310 2.499
N -0.302 1.966 -1.463
C -1.762 2.068 -1.334
H -5.611 0.396 -1.168
C -2.947 -3.150 1.780
H 1.427 -4.317 3.306
C 0.430 3.473 0.346
C -0.421 -4.050 -2.097
H 0.187 -3.244 -4.096
H -6.827 0.521 -3.290
H -6.408 -1.140 -5.078
H 2.112 2.122 -2.861
C 3.376 -1.700 -1.709
F 4.694 4.804 3.162
H -0.576 0.702 -3.087
C -5.865 -1.197 -4.142
S 3.296 -0.286 1.170
Cl 6.073 -1.454 2.175
C 5.515 -1.927 -2.751
C 2.885 1.853 4.139
F 4.722 -3.571 -1.269
C -4.071 -5.372 0.579
H -6.199 1.470 3.826
*
```

Computed properties:
E_tot = -5152.5016 Ha
E_LUMO = 1.8 eV
HOMO level = -0.1787 Ha
Gap between HOMO and LUMO = 6.65 eV
Energy relative to the best compared isomer or geometry (same formula, charge and spin) = 0.295 eV